No. 1
This record from the Open Molecules 2025 dataset describes a structure of composition CIN3O in a non-equilibrium geometry. The level of theory is wB97M-V/def2-TZVPD.

ORCA input file:
```
! wB97M-V def2-TZVPD RIJCOSX def2/J DEFGRID3
* xyz 0 1
C 0.4822 -0.5030 1.4296
N 0.4976 0.4794 -1.5444
N -0.6126 0.4277 -1.3833
N -1.7902 0.3957 -1.4895
O 0.9032 -0.5006 2.4413
I -2.8222 0.1703 0.2862
*
```

The value obtained for the energy above the lowest of the compared OMol25 structures with the same formula, charge and spin is 0.320 eV. Its HOMO-LUMO gap is 8.34 eV. The calculation puts the total energy at -575.211144 hartree. For the highest occupied orbital energy, the calculation gives -0.349 Ha.

Listed below, in e, are the Mulliken charges computed for each atom: 0.093, -0.445, 0.892, -0.649, -0.115, 0.224

---

No. 2
This record from the Open Molecules 2025 dataset describes a cluster of 2 separate species, C3H5Cl2NO2 in total in a non-equilibrium geometry. The level of theory is wB97M-V/def2-TZVPD.

ORCA input file:
```
! wB97M-V def2-TZVPD RIJCOSX def2/J DEFGRID3
* xyz 0 1
C 1.6507 -1.2758 1.3088
C -2.1269 0.0903 -0.9344
C 1.6065 -0.3638 0.3724
N -1.2453 0.7191 -0.3120
O -0.8901 0.5177 0.8332
O -0.5981 1.6927 -0.9810
Cl 2.0298 1.2633 0.3785
Cl 1.0669 -0.9884 -1.1893
H 1.3608 -2.2132 1.0648
H 0.2650 1.9300 -0.3752
H 1.6813 -0.9851 2.2934
H -2.6753 -0.7366 -0.4745
H -2.1254 0.3498 -1.9847
*
```

The value obtained for the energy above the lowest of the compared OMol25 structures with the same formula, charge and spin is 5.254 eV. Its HOMO-LUMO gap is 9.59 eV. Its SMILES is C=[N+]([O-])O.C=C(Cl)Cl. The calculation puts the total energy at -1242.746814 hartree. For the highest occupied orbital energy, the calculation gives -0.329 Ha.

Listed below, in e, are the Mulliken charges computed for each atom: -0.735, -0.540, 0.475, 0.585, -0.642, -0.352, -0.186, -0.171, 0.340, 0.368, 0.286, 0.273, 0.297

---

No. 3
This record from the Open Molecules 2025 dataset describes a structure of composition C3H8N3P in a non-equilibrium geometry. The level of theory is wB97M-V/def2-TZVPD.

ORCA input file:
```
! wB97M-V def2-TZVPD RIJCOSX def2/J DEFGRID3
* xyz 0 1
C -0.1166 -0.5009 -0.6210
C -1.2126 -1.5053 -0.2018
C 0.0351 1.7840 0.0008
N 1.1390 -1.1831 -0.9121
N 1.3470 0.2349 1.0870
N 0.0402 0.4306 0.4963
P 2.0451 -1.1145 0.3548
H -0.4525 0.1472 -1.4844
H -0.9834 -1.8484 0.7170
H -1.1171 -2.3472 -0.7991
H -2.1163 -0.9756 -0.2834
H 0.2115 2.4478 0.8338
H 0.7212 1.9831 -0.8999
H -0.8745 1.9147 -0.4319
H 1.3340 0.5328 2.1439
*
```

The value obtained for the energy above the lowest of the compared OMol25 structures with the same formula, charge and spin is 0.405 eV. Its HOMO-LUMO gap is 8.86 eV. The calculation puts the total energy at -624.653159 hartree. For the highest occupied orbital energy, the calculation gives -0.309 Ha.

Listed below, in e, are the Mulliken charges computed for each atom: 0.413, -1.584, -0.975, -0.425, -0.310, -0.106, 0.057, 0.319, 0.395, 0.487, 0.378, 0.299, 0.316, 0.444, 0.291

---

No. 4
This record from the Open Molecules 2025 dataset describes a cluster of 3 separate species, C4H14NO3 in total in a non-equilibrium geometry. The level of theory is wB97M-V/def2-TZVPD.

ORCA input file:
```
! wB97M-V def2-TZVPD RIJCOSX def2/J DEFGRID3
* xyz -1 1
C -0.3938 -0.8147 2.3999
C -0.3173 -0.1041 1.1185
C -1.1804 -0.9269 0.0622
C -1.4904 -0.2586 -1.3065
O -1.9639 0.9479 -1.0937
N 1.0616 -0.0571 0.5274
H -1.3430 -0.8078 2.9270
H 0.2041 -0.4789 3.2242
H -0.0168 -1.8438 2.5408
H -0.6536 0.8635 1.1531
H -2.1366 -1.2173 0.5090
H -0.6910 -1.9033 -0.1499
H -2.2334 -0.8188 -1.9866
H -0.5864 -0.4027 -1.9887
H 1.1415 0.6707 -0.2201
H 0.9943 -0.9803 0.1217
H 3.2778 0.3444 -0.4091
H 2.8149 0.5215 -1.9848
O 3.6785 0.2581 -1.3318
H -0.8032 1.9601 -0.9754
H 0.3729 2.7330 -1.9717
O 0.2643 2.3149 -1.1656
*
```

The value obtained for the energy above the lowest of the compared OMol25 structures with the same formula, charge and spin is 2.275 eV. Its HOMO-LUMO gap is 7.54 eV. The calculation puts the total energy at -441.235211 hartree. For the highest occupied orbital energy, the calculation gives -0.133 Ha.

Listed below, in e, are the Mulliken charges computed for each atom: -1.772, 0.134, -0.675, -0.521, -0.853, -0.748, 0.409, 0.466, 0.294, 0.459, 0.417, 0.312, 0.341, 0.088, 0.414, 0.376, 0.391, 0.341, -0.707, 0.364, 0.212, -0.744

---

No. 5
This record from the Open Molecules 2025 dataset describes a cluster of 10 separate species, C37H103N11O10 in total in a non-equilibrium geometry. The level of theory is wB97M-V/def2-TZVPD.

ORCA input file:
```
! wB97M-V def2-TZVPD RIJCOSX def2/J DEFGRID3
* xyz 0 1
C -0.1588 0.7486 1.0183
O -0.8927 0.6214 1.9862
N -0.5873 0.4554 -0.2080
N 1.0510 1.1601 1.0160
H 0.0029 0.4066 -1.0262
H -1.5043 0.0341 -0.1667
H 1.5604 1.2290 0.1467
H 1.4048 1.5127 1.8939
C 2.2207 9.9702 0.1220
C 3.7222 9.9934 0.5151
C 3.9724 9.7159 1.9802
O 5.1862 10.2881 2.5138
C 5.0435 11.7293 2.7058
N 4.2931 8.9913 -0.3221
H 1.8145 8.9846 0.3492
H 2.1063 10.1749 -0.9425
H 1.5355 10.6130 0.6746
H 4.2865 10.8211 0.0855
H 4.1285 8.6743 2.2613
H 3.1491 10.1357 2.5581
H 4.2143 12.0004 3.3593
H 4.8913 12.2400 1.7549
H 5.9795 12.1509 3.0722
H 3.8248 8.1322 -0.0719
H 5.2302 8.8266 0.0169
C 0.5378 -3.5137 -5.9227
C 1.6762 -3.6889 -4.9879
C 2.5754 -4.7954 -5.5745
O 3.7484 -5.0071 -4.6801
C 3.5507 -5.1849 -3.2642
N 2.4174 -2.5199 -4.5689
H -0.0879 -4.4047 -5.9746
H 0.9755 -3.4470 -6.9187
H -0.2427 -2.7807 -5.7187
H 1.3420 -4.1124 -4.0408
H 2.9161 -4.4471 -6.5496
H 2.0424 -5.7332 -5.7309
H 3.2106 -6.1411 -2.8663
H 3.0362 -4.3630 -2.7664
H 4.6167 -5.1840 -3.0372
H 2.6767 -1.9489 -5.3606
H 3.2867 -2.8910 -4.2132
C 12.6059 -1.5215 -5.5690
C 11.3152 -1.7503 -4.7677
C 10.7474 -0.5252 -4.1515
O 9.7069 -1.0115 -3.2727
C 9.1469 -0.0686 -2.3627
N 10.2499 -2.2252 -5.6238
H 13.0332 -2.4567 -5.9310
H 13.3013 -1.0889 -4.8497
H 12.6392 -0.8524 -6.4288
H 11.5722 -2.4174 -3.9449
H 10.4375 0.2805 -4.8171
H 11.3994 -0.1237 -3.3757
H 9.9137 0.4056 -1.7500
H 8.4789 -0.5153 -1.6263
H 8.4869 0.6777 -2.8048
H 9.4081 -2.3510 -5.0802
H 10.3437 -3.2117 -5.8189
C -3.7047 2.8385 10.3867
C -2.9714 1.8247 9.4373
C -2.4421 0.5697 10.3501
O -1.5458 1.1013 11.3895
C -1.0430 0.1542 12.2622
N -3.8274 1.4579 8.3370
H -3.1683 3.0054 11.3208
H -4.6959 2.5464 10.7335
H -3.7060 3.8712 10.0378
H -2.0777 2.3851 9.1627
H -2.0431 -0.1126 9.5995
H -3.3288 0.1080 10.7845
H -0.8593 -0.8203 11.8098
H -1.7363 -0.2181 13.0165
H -0.1143 0.3589 12.7948
H -4.5543 0.8333 8.6559
H -3.2726 0.9533 7.6605
C -5.5301 -5.3310 -1.2856
C -6.6772 -6.3265 -1.6112
C -6.7961 -6.6482 -3.1791
O -7.5046 -7.8901 -3.3801
C -7.7698 -8.2018 -4.7239
N -6.2686 -7.5420 -0.9904
H -5.8193 -4.3132 -1.5475
H -4.5998 -5.6348 -1.7654
H -5.3914 -5.2604 -0.2068
H -7.6719 -6.0806 -1.2395
H -5.7688 -6.7787 -3.5194
H -7.1791 -5.7624 -3.6858
H -8.1317 -9.2117 -4.9168
H -6.9014 -8.0527 -5.3655
H -8.6660 -7.6633 -5.0322
H -6.8096 -8.2489 -1.4675
H -6.4242 -7.4773 0.0054
C -8.2082 -4.3598 5.8976
C -7.3066 -4.1056 7.1084
C -5.8071 -4.3319 6.8590
O -5.5553 -5.6338 6.3099
C -4.2022 -5.8986 6.2382
N -7.5301 -2.7474 7.5718
H -9.1446 -4.4154 6.4528
H -8.0606 -5.3512 5.4693
H -8.2263 -3.5816 5.1347
H -7.5482 -4.8709 7.8460
H -5.2180 -4.2213 7.7694
H -5.4757 -3.6713 6.0578
H -3.7959 -6.0125 7.2432
H -3.6347 -5.1814 5.6453
H -4.0004 -6.8031 5.6644
H -8.5104 -2.5105 7.5164
H -7.2873 -2.7296 8.5521
C 4.6837 -1.5680 5.4817
C 4.9422 -0.9927 6.9988
C 4.4020 0.4115 7.0562
O 4.7841 1.2388 6.0143
C 6.0689 1.5861 5.6979
N 4.3290 -1.7619 8.0033
H 4.8899 -2.6208 5.2889
H 5.2329 -0.9769 4.7488
H 3.6269 -1.3816 5.2906
H 5.9886 -1.0438 7.2995
H 4.4662 0.8883 8.0343
H 3.3381 0.3331 6.8327
H 6.4829 0.7846 5.0860
H 6.5822 1.7697 6.6417
H 6.1151 2.5052 5.1138
H 4.3939 -2.7155 7.6768
H 3.3231 -1.6912 8.0597
C 5.4477 4.6434 -8.0081
C 4.1518 3.8317 -7.7562
C 2.8690 4.6977 -7.5637
O 1.7362 3.8654 -7.3518
C 0.5416 4.5531 -6.9061
N 3.9312 2.9403 -8.8674
H 5.8126 5.1933 -7.1405
H 5.4168 5.2454 -8.9162
H 6.3476 4.0886 -8.2735
H 4.2980 3.2632 -6.8378
H 2.6283 5.2849 -8.4499
H 3.0008 5.3315 -6.6867
H 0.7502 5.4298 -6.2931
H -0.1209 3.9049 -6.3325
H 0.0313 4.8919 -7.8077
H 3.0444 2.4571 -8.8495
H 4.0867 3.3583 -9.7736
C -9.8415 0.1809 -3.7920
C -8.7010 0.6059 -4.7630
C -9.1162 1.2667 -6.0545
O -9.7555 0.2890 -6.8338
C -10.0082 0.6153 -8.1480
N -7.7587 1.4197 -3.9745
H -10.2276 -0.7894 -4.1045
H -10.5869 0.9454 -3.5729
H -9.4220 -0.1576 -2.8446
H -8.2067 -0.3138 -5.0760
H -8.1786 1.5648 -6.5238
H -9.8108 2.0702 -5.8097
H -10.5725 1.5220 -8.3666
H -10.4770 -0.2312 -8.6498
H -9.0614 0.7571 -8.6691
H -6.8203 1.4487 -4.3468
H -8.1047 2.3619 -4.0871
*
```

The value obtained for the energy above the lowest of the compared OMol25 structures with the same formula, charge and spin is 6.811 eV. Its HOMO-LUMO gap is 9.23 eV. Its SMILES is COC[C@H](C)N.COC[C@H](C)N.COC[C@H](C)N.COC[C@H](C)N.COC[C@H](C)N.COC[C@H](C)N.COC[C@H](C)N.COC[C@H](C)N.COC[C@H](C)N.NC(N)=O. The calculation puts the total energy at -2825.868913 hartree. For the highest occupied orbital energy, the calculation gives -0.326 Ha.

Atomic partial charges in e from the Mulliken method, atoms 1 to 99: 0.649, -0.667, -0.424, -0.359, 0.180, 0.223, 0.172, 0.225, -1.314, 0.525, -0.708, -0.359, -0.695, -0.776, 0.345, 0.346, 0.369, 0.231, 0.303, 0.355, 0.289, 0.269, 0.281, 0.274, 0.263, -1.458, 0.400, -0.679, -0.379, -0.731, -0.596, 0.373, 0.324, 0.365, 0.263, 0.395, 0.316, 0.276, 0.362, 0.232, 0.260, 0.277, -1.368, 0.650, -0.780, -0.295, -0.773, -0.797, 0.331, 0.351, 0.347, 0.176, 0.362, 0.409, 0.293, 0.269, 0.300, 0.285, 0.241, -1.268, 0.126, -0.543, -0.305, -0.837, -0.647, 0.355, 0.303, 0.334, 0.350, 0.357, 0.294, 0.324, 0.337, 0.282, 0.255, 0.282, -1.296, 0.453, -0.748, -0.351, -0.759, -0.729, 0.335, 0.361, 0.341, 0.325, 0.324, 0.379, 0.270, 0.310, 0.288, 0.275, 0.221, -1.312, 0.483, -0.696, -0.310, -0.757, -0.669

---

No. 6
This record from the Open Molecules 2025 dataset describes the ion C6H11N2O2 with charge +1 in a non-equilibrium geometry. The level of theory is wB97M-V/def2-TZVPD.

ORCA input file:
```
! wB97M-V def2-TZVPD RIJCOSX def2/J DEFGRID3
* xyz 1 1
C -0.8696 -0.3717 0.3218
C -0.3537 -2.1826 -1.0801
C 1.2838 -1.6732 0.5663
C -0.1904 0.9721 0.0991
C -1.1965 1.6723 -0.9255
C -0.1041 1.8168 1.3605
N 0.9498 0.7385 -0.6498
N 0.1010 -1.4705 -0.0884
O -1.9520 -0.6910 0.6642
O 2.2605 -2.4942 0.2791
H -0.0498 -3.2981 -1.3437
H -1.3232 -1.9446 -1.3700
H 1.4466 -1.2546 1.5319
H -0.6623 2.5686 -1.2467
H -1.9408 2.0432 -0.2411
H -1.5933 1.0915 -1.7782
H 0.7051 1.3706 2.0955
H -1.0130 1.7359 1.9044
H 0.2888 2.8862 1.1974
H 1.8698 1.2981 -0.5628
H 2.3432 -2.8132 -0.7340
*
```

The value obtained for the energy above the lowest of the compared OMol25 structures with the same formula, charge and spin is 6.636 eV. Its HOMO-LUMO gap (alpha / beta) is 8.56 / 8.17 eV. The calculation puts the total energy at -494.774403 hartree. For the highest occupied orbital energy (alpha / beta), the calculation gives -0.513 / -0.476 Ha.

Listed below, in e, are the Mulliken charges computed for each atom: -0.240, -0.380, 0.250, 1.571, -1.362, -1.428, -0.679, 0.230, -0.389, -0.436, 0.259, 0.299, 0.396, 0.410, 0.414, 0.323, 0.295, 0.447, 0.346, 0.281, 0.392

---

Copy entry 4 word for word.
This record from the Open Molecules 2025 dataset describes a cluster of 3 separate species, C4H14NO3 in total in a non-equilibrium geometry. The level of theory is wB97M-V/def2-TZVPD.

ORCA input file:
```
! wB97M-V def2-TZVPD RIJCOSX def2/J DEFGRID3
* xyz -1 1
C -0.3938 -0.8147 2.3999
C -0.3173 -0.1041 1.1185
C -1.1804 -0.9269 0.0622
C -1.4904 -0.2586 -1.3065
O -1.9639 0.9479 -1.0937
N 1.0616 -0.0571 0.5274
H -1.3430 -0.8078 2.9270
H 0.2041 -0.4789 3.2242
H -0.0168 -1.8438 2.5408
H -0.6536 0.8635 1.1531
H -2.1366 -1.2173 0.5090
H -0.6910 -1.9033 -0.1499
H -2.2334 -0.8188 -1.9866
H -0.5864 -0.4027 -1.9887
H 1.1415 0.6707 -0.2201
H 0.9943 -0.9803 0.1217
H 3.2778 0.3444 -0.4091
H 2.8149 0.5215 -1.9848
O 3.6785 0.2581 -1.3318
H -0.8032 1.9601 -0.9754
H 0.3729 2.7330 -1.9717
O 0.2643 2.3149 -1.1656
*
```

The value obtained for the energy above the lowest of the compared OMol25 structures with the same formula, charge and spin is 2.275 eV. Its HOMO-LUMO gap is 7.54 eV. The calculation puts the total energy at -441.235211 hartree. For the highest occupied orbital energy, the calculation gives -0.133 Ha.

Listed below, in e, are the Mulliken charges computed for each atom: -1.772, 0.134, -0.675, -0.521, -0.853, -0.748, 0.409, 0.466, 0.294, 0.459, 0.417, 0.312, 0.341, 0.088, 0.414, 0.376, 0.391, 0.341, -0.707, 0.364, 0.212, -0.744